DFT (wB97M-V/def2-TZVPD) results for a molecular structure, C41H54InO4.

Atoms and positions in Å:
C  0.452595  -2.598528  0.280353
C  -0.953211  -2.097430  0.480304
O  -1.664919  -2.427093  1.397979
O  -1.294852  -1.202365  -0.447494
C  -2.632056  -0.657389  -0.363290
C  -2.755460  0.336696  -1.503035
C  -4.180674  0.874391  -1.674189
C  -4.628405  1.874394  -0.590700
C  -5.399216  1.259408  0.585991
C  -6.936445  1.106090  0.409388
C  -7.508969  1.131266  -1.014035
C  -8.916534  0.513591  -1.138017
In  -9.132362  -1.561845  -0.356500
C  -7.584147  -2.881178  -1.302351
O  -7.455933  -2.639890  -2.736611
O  -6.205217  -1.979813  -3.019961
H  1.046788  -2.252221  1.129903
H  0.880755  -2.257920  -0.660428
H  0.433936  -3.690879  0.321613
H  -3.365191  -1.462703  -0.452240
H  -2.748165  -0.173548  0.611556
H  -2.041789  1.154373  -1.358593
H  -2.480596  -0.192705  -2.424769
H  -4.240538  1.357522  -2.656033
H  -4.863312  0.019701  -1.693901
H  -5.236492  2.668466  -1.037597
H  -3.721868  2.369117  -0.211518
H  -4.973517  0.280888  0.835934
H  -5.230280  1.887946  1.469150
H  -7.250365  0.187523  0.913130
H  -7.422836  1.919532  0.963721
H  -7.530435  2.183606  -1.343485
H  -6.851719  0.612545  -1.720603
H  -9.170302  0.476953  -2.206676
H  -9.663297  1.176003  -0.679220
H  -10.745337  -2.251091  -0.685022
H  -8.847056  -1.597699  1.416780
H  -6.592737  -2.753571  -0.850867
H  -7.827893  -3.947362  -1.203044
H  -6.442477  -1.054987  -2.850787
C  1.426345  0.757580  2.323028
C  2.276014  1.062635  1.269190
C  3.528693  1.603754  1.522981
C  3.931781  1.837665  2.830898
C  3.079363  1.535353  3.885134
C  1.826119  0.995157  3.630573
H  0.449390  0.333347  2.124798
H  1.963580  0.873316  0.249265
H  4.193746  1.834131  0.700165
H  4.911393  2.254424  3.028697
H  3.392507  1.717335  4.905413
H  1.160411  0.755616  4.450363
C  -2.456397  1.063449  7.198290
C  -1.593765  1.451624  6.182815
C  -0.817761  2.593215  6.327832
C  -0.900800  3.345572  7.491484
C  -1.762046  2.956875  8.508257
C  -2.540545  1.816907  8.360935
H  -3.064682  0.176216  7.081022
H  -1.530801  0.864317  5.275346
H  -0.150393  2.898324  5.531252
H  -0.296027  4.236426  7.604396
H  -1.828647  3.544251  9.415275
H  -3.216113  1.516563  9.151557
C  4.753503  -1.175477  -1.590829
C  5.601102  -0.886036  -2.651999
C  6.869046  -0.377681  -2.407477
C  7.288437  -0.153539  -1.102871
C  6.440230  -0.441433  -0.042226
C  5.173198  -0.954005  -0.286240
H  3.764129  -1.572101  -1.780373
H  5.276051  -1.064030  -3.669039
H  7.535139  -0.164824  -3.233822
H  8.279778  0.238545  -0.913162
H  6.764845  -0.267136  0.975878
H  4.509023  -1.170629  0.540607
C  1.410303  4.270064  -3.228732
C  1.247334  3.202586  -2.356303
C  0.484314  2.106924  -2.735719
C  -0.114356  2.077401  -3.987464
C  0.048795  3.144301  -4.859857
C  0.810761  4.240980  -4.480222
H  2.002384  5.126379  -2.931721
H  1.712343  3.225732  -1.378614
H  0.350712  1.275432  -2.054645
H  -0.710761  1.222518  -4.279500
H  -0.420337  3.121946  -5.835118
H  0.934363  5.075159  -5.159136
C  7.777372  -4.618567  -3.108319
C  8.344591  -3.689814  -2.246725
C  9.708506  -3.725315  -1.991560
C  10.505076  -4.687187  -2.598003
C  9.936957  -5.615575  -3.459448
C  8.572785  -5.581351  -3.714434
H  6.713494  -4.589996  -3.306773
H  7.724014  -2.938784  -1.776141
H  10.150407  -3.001712  -1.318047
H  11.568874  -4.714113  -2.398567
H  10.557520  -6.366046  -3.932405
H  8.129227  -6.306463  -4.384793

Forces on the atoms, in the same order (eV/Å):
C -0.0547 -0.2383 0.1428
C -0.0363 0.0479 0.3651
O 0.1248 0.0290 -0.2346
O -0.0439 -0.0175 -0.1602
C 0.0345 0.3997 0.0298
C -0.2334 -0.2836 -0.1370
C -0.0127 0.1682 0.0298
C 0.1731 0.0140 0.0515
C -0.1739 0.0484 0.0763
C 0.0999 0.0814 0.0879
C -0.2844 0.0785 -0.0113
C 0.1809 0.0535 -0.1596
In -0.1799 -0.1497 0.2434
C 0.1354 0.1764 0.1180
O 0.1487 -0.0154 -0.1957
O -0.1856 -0.0450 0.2161
H 0.0480 0.0016 -0.1370
H -0.0037 0.0015 0.0878
H 0.0426 0.1457 -0.0426
H 0.0917 0.0171 0.0484
H -0.0370 -0.1565 -0.0799
H -0.0607 -0.0150 -0.0270
H 0.0653 0.0909 0.1088
H -0.0098 -0.0976 0.0758
H 0.0460 0.0599 -0.0600
H 0.0646 -0.1180 0.0111
H -0.1257 -0.0066 -0.0114
H 0.0137 0.0660 -0.0980
H 0.0293 -0.1197 -0.0563
H 0.0047 0.0659 -0.0902
H -0.0173 -0.1049 -0.0496
H 0.1237 -0.1308 -0.1062
H 0.0559 0.0049 0.1397
H -0.0480 0.0481 0.1032
H 0.0890 -0.1103 0.0573
H 0.0704 0.1084 -0.0581
H 0.0148 -0.0133 -0.0738
H -0.0761 -0.0139 -0.0958
H 0.0471 0.0690 -0.0602
H -0.0429 -0.0720 -0.0389
C -0.0831 -0.0366 -0.0347
C -0.0009 -0.0128 -0.0189
C 0.0422 0.0173 -0.0122
C -0.0241 -0.0018 0.0051
C 0.0097 -0.0091 -0.0125
C -0.0027 -0.0024 0.0294
H -0.0124 0.0076 0.0029
H -0.0030 0.0037 -0.0117
H 0.0032 0.0005 -0.0022
H -0.0019 0.0119 -0.0004
H -0.0015 0.0025 0.0034
H 0.0124 -0.0034 0.0121
C 0.0048 0.0031 0.0173
C 0.0141 -0.0163 -0.0312
C 0.0221 0.0026 -0.0094
C -0.0029 -0.0042 0.0051
C 0.0034 -0.0012 -0.0002
C 0.0017 -0.0003 -0.0028
H -0.0045 0.0002 -0.0056
H -0.0176 0.0057 -0.0105
H 0.0008 0.0003 -0.0020
H -0.0014 0.0033 -0.0013
H -0.0027 0.0022 0.0012
H -0.0006 -0.0010 0.0035
C 0.0011 -0.0004 0.0064
C 0.0086 -0.0255 -0.0031
C 0.0116 0.0308 -0.0174
C 0.0026 -0.0061 -0.0001
C 0.0129 -0.0092 -0.0019
C -0.0295 -0.0148 0.0099
H -0.0044 0.0000 -0.0024
H -0.0074 0.0152 -0.0024
H -0.0047 0.0116 -0.0043
H -0.0023 0.0139 -0.0011
H -0.0045 0.0017 0.0055
H 0.0035 -0.0028 0.0034
C -0.0012 -0.0001 -0.0017
C 0.0111 -0.0059 0.0052
C 0.0306 -0.0157 0.0326
C -0.0114 -0.0250 -0.0050
C 0.0069 0.0029 0.0011
C -0.0021 -0.0004 0.0029
H 0.0020 0.0016 0.0023
H -0.0029 0.0040 0.0146
H -0.0129 -0.0121 -0.0010
H -0.0150 0.0044 0.0045
H -0.0058 0.0012 0.0000
H 0.0023 0.0011 -0.0032
C 0.0036 -0.0024 -0.0118
C -0.0167 -0.0127 0.0263
C 0.0047 -0.0031 -0.0063
C -0.0025 0.0053 0.0004
C 0.0017 0.0002 -0.0023
C -0.0004 0.0031 0.0020
H -0.0037 0.0013 0.0046
H -0.0102 -0.0002 0.0096
H -0.0014 0.0027 0.0019
H 0.0025 -0.0009 0.0004
H 0.0009 -0.0035 0.0001
H -0.0006 0.0000 -0.0038

- 2S+1 = 1
- F_max (eV/Å) = 0.4
- HOMO (eV) = -4.31
- total charge = -1



DFT (wB97M-V/def2-TZVPD) results for a molecular structure, C41H55As3Cl3MnO3STe in a non-equilibrium geometry.

Atoms and positions in Å:
Mn  -0.475863  0.815945  -1.176472
C  -2.222388  0.047195  2.551091
As  -0.340342  0.342662  2.096333
C  0.301904  -1.274338  3.008129
C  -0.112010  1.609638  3.643248
C  1.137318  2.485725  3.904822
C  0.738041  3.504687  4.989719
C  1.555655  3.274151  2.654506
As  2.515318  2.248355  1.252757
C  2.612641  3.746954  -0.004488
C  4.375381  2.504758  1.892154
C  2.331242  1.615469  4.383259
As  2.535125  1.206210  6.300177
C  1.397546  -0.379495  6.503423
C  4.201047  0.201264  6.038635
H  -2.340193  -0.175791  3.614418
H  -2.607154  -0.778410  1.952578
H  -2.801656  0.937256  2.308286
H  -0.086046  -1.322085  4.027247
H  1.392656  -1.315373  3.022461
H  -0.054986  -2.133189  2.439028
H  -0.292383  1.030068  4.555638
H  -0.971789  2.278119  3.505338
H  -0.004997  4.203349  4.592440
H  1.605986  4.077903  5.327906
H  0.307033  3.007667  5.859982
H  2.182216  4.129872  2.930111
H  0.656471  3.670772  2.168664
H  3.246225  4.545621  0.386217
H  1.607457  4.127790  -0.187634
H  3.016703  3.389477  -0.949818
H  4.486853  3.447469  2.438930
H  5.023636  2.524176  1.014009
H  4.697168  1.678748  2.529588
H  3.254943  2.153738  4.177460
H  2.368917  0.684854  3.809196
H  0.348088  -0.095050  6.584824
H  1.686380  -0.887163  7.423751
H  1.520305  -1.064159  5.662215
H  5.002187  0.882484  5.749369
H  4.077467  -0.550299  5.253378
H  4.491267  -0.298416  6.963119
Cl  -6.521962  4.666356  -0.132036
C  -5.229064  3.482583  -0.212649
C  -5.559303  2.113253  -0.209260
C  -4.573742  1.188057  -0.284091
Cl  -4.973240  -0.493954  -0.281697
C  -3.184645  1.553047  -0.365711
O  -2.292852  0.685735  -0.455820
C  -2.896562  2.950118  -0.321609
C  -1.543240  3.447755  -0.300810
O  -0.535269  2.823068  -0.379332
C  -3.936764  3.890838  -0.269819
H  -6.593496  1.797199  -0.174232
H  -1.435446  4.540595  -0.184630
H  -3.694871  4.948705  -0.290073
C  0.332325  0.506047  -9.466773
C  -0.045497  0.425483  -8.004625
C  0.098821  1.515115  -7.156552
C  -0.319238  1.477390  -5.824922
C  -0.102768  2.690556  -4.955654
C  -0.924469  0.314982  -5.316571
Te  -1.886253  0.326809  -3.415015
C  -0.996691  -0.826076  -6.143279
C  -1.540699  -2.146596  -5.640747
C  -0.563670  -0.748392  -7.468087
H  0.811607  1.460896  -9.698453
H  -0.555587  0.414126  -10.100696
H  1.018466  -0.299782  -9.747909
H  0.548522  2.428906  -7.542581
H  0.532662  3.423112  -5.462640
H  0.367440  2.405374  -4.014984
H  -1.056446  3.163507  -4.703741
H  -1.227714  -2.323110  -4.611071
H  -1.193397  -2.970459  -6.272287
H  -2.635131  -2.142534  -5.637663
H  -0.642328  -1.631419  -8.103613
Cl  1.586472  0.802997  -1.974401
O  -0.306683  -1.427920  -0.464418
S  -0.319762  -2.539161  -1.487172
C  1.441065  -2.789875  -1.914721
C  2.316054  -3.087507  -0.733622
C  2.761696  -4.379437  -0.459392
C  3.570344  -4.632847  0.642598
C  3.934319  -3.592417  1.490320
C  3.480568  -2.304310  1.231215
C  2.675147  -2.048119  0.126683
C  -0.608253  -4.030511  -0.496055
C  -2.054961  -4.037950  -0.074572
C  -3.062754  -4.244194  -1.018066
C  -4.399614  -4.192629  -0.648382
C  -4.748961  -3.928000  0.672285
C  -3.752369  -3.731483  1.619423
C  -2.414361  -3.787963  1.246045
H  1.691790  -1.819077  -2.341706
H  1.461853  -3.561597  -2.687299
H  2.476159  -5.193629  -1.120389
H  3.916135  -5.641913  0.841645
H  4.565790  -3.789074  2.350555
H  3.761730  -1.488084  1.890563
H  2.325953  -1.041600  -0.081038
H  0.076692  -3.998419  0.352304
H  -0.368794  -4.874175  -1.153215
H  -2.797360  -4.428534  -2.056549
H  -5.171513  -4.347924  -1.396089
H  -5.793996  -3.864441  0.956628
H  -4.014743  -3.525738  2.651432
H  -1.640504  -3.630368  1.989069

Forces on the atoms, in the same order (eV/Å):
Mn 0.3448 -0.7200 0.1388
C -0.0927 -0.0935 0.0223
As 0.1947 0.2874 0.4183
C 0.1198 -0.0997 -0.1204
C 0.0947 0.1087 0.0091
C -0.0518 -0.2378 0.0575
C 0.1167 -0.0246 -0.1679
C -0.0642 -0.0929 -0.0866
As 0.1933 0.0164 -0.0117
C -0.1033 0.0840 -0.1134
C 0.0430 -0.0194 0.1019
C -0.3436 0.1737 -0.0467
As -0.0147 -0.0113 0.0842
C -0.0690 -0.0511 -0.0927
C 0.0770 -0.0962 -0.0989
H 0.0362 -0.0089 -0.0018
H 0.0033 0.0097 -0.0412
H -0.0086 0.0294 -0.0199
H -0.0097 0.0116 -0.0332
H -0.0595 0.0090 0.0053
H 0.0414 0.0133 -0.0098
H -0.1837 -0.0235 -0.0581
H 0.0613 0.0063 0.1109
H 0.0538 -0.0569 0.0193
H -0.0219 0.0073 -0.0161
H -0.0375 -0.0087 0.0554
H -0.0038 -0.0279 0.0435
H 0.0570 0.0089 -0.0188
H -0.0225 -0.0097 0.0688
H 0.0625 -0.0765 -0.0238
H -0.0165 -0.0385 -0.0122
H -0.0011 -0.0703 -0.0787
H -0.0321 0.0150 0.0104
H -0.0266 0.0540 -0.0357
H 0.1077 0.0786 -0.0163
H 0.0417 -0.0113 0.0015
H 0.0278 -0.0028 -0.0121
H -0.0022 -0.0051 0.0224
H -0.0028 0.0411 0.0436
H -0.0238 0.0006 0.0148
H 0.0027 0.0510 0.0531
H -0.0278 0.0240 0.0072
Cl 0.0546 -0.1165 -0.0221
C -0.4816 0.0587 0.0151
C -0.2586 0.4662 -0.0562
C 0.2756 -0.1610 0.0237
Cl 0.1035 -0.0879 -0.0097
C -0.5356 0.7181 0.0752
O -0.4545 -1.0102 0.6796
C -0.2503 0.0844 0.0165
C -2.6637 1.7273 0.1507
O 2.8068 -1.5872 -0.1255
C 0.1844 0.2561 0.0306
H 0.0104 0.0602 0.0456
H -0.2997 0.2169 0.0231
H -0.0316 -0.0443 0.0798
C 0.0074 -0.0379 0.1153
C 0.0097 -0.0197 -0.0294
C 0.0044 -0.0156 0.0063
C 0.0568 -0.0443 0.0240
C -0.0782 0.0107 -0.1536
C 0.0615 -0.0368 -0.1178
Te -0.5970 -0.1938 -0.7924
C 0.0411 0.0481 -0.0038
C 0.0331 0.1849 -0.0985
C -0.0175 0.0041 0.0725
H -0.0270 -0.0895 0.0260
H 0.0690 0.0164 0.0215
H -0.0462 0.0803 0.0176
H -0.0518 -0.0646 0.0524
H -0.0602 -0.0598 0.0126
H 0.0349 -0.0018 0.0239
H 0.0256 -0.0219 0.0025
H -0.0121 -0.0104 0.0008
H -0.0550 0.0804 0.0112
H 0.0519 -0.0130 0.0358
H -0.0043 0.0859 0.0931
Cl 1.7415 0.0933 -0.4587
O -0.1682 -0.2572 -0.1389
S 0.1734 0.3735 0.2351
C -0.1073 -0.1128 0.2451
C -0.0088 0.0669 0.0103
C 0.0213 -0.0108 0.0005
C -0.0377 0.0265 0.0008
C -0.0687 -0.0229 -0.0271
C -0.0158 -0.0208 -0.0422
C 0.0622 0.0184 0.0830
C -0.1391 0.0237 -0.1130
C -0.0741 -0.0442 -0.0180
C 0.0151 0.0043 0.0012
C 0.0140 0.0089 0.0265
C 0.0671 -0.0235 -0.0372
C 0.0009 -0.0311 -0.0661
C -0.0193 0.0088 -0.0089
H 0.0118 0.0475 -0.1735
H 0.0580 0.0050 0.0253
H 0.0443 0.0448 0.0341
H -0.0259 0.0660 -0.0322
H -0.0375 0.0243 -0.0612
H -0.0370 -0.0363 -0.0766
H 0.0415 -0.0263 -0.0006
H -0.0195 -0.0644 -0.0252
H 0.0009 0.0163 0.1268
H -0.0254 0.0433 0.1086
H 0.0897 0.0450 0.0788
H 0.0856 -0.0191 -0.0135
H 0.0212 0.0109 -0.0681
H -0.0300 0.0163 -0.0339

- expectation value of S² = 8.76
- 2S+1 = 6
- F_max (eV/Å) = 3.2
- HOMO (spin up / spin down) (eV) = -3.46 / -3.89
- total charge = -1